1.
A structure of composition C12H30FNO4Pd in a non-equilibrium geometry, computed with ωB97M-V/def2-TZVPD.

CARTESIAN COORDINATES (ANGSTROEM)
Pd: -1.7099 20.3120 3.6681
F: -2.2176 18.2478 3.3318
O: -1.4481 16.6293 1.0788
O: -2.9429 21.0600 1.9402
O: -4.6080 16.9692 3.7027
O: -1.5788 16.1718 5.1571
N: -3.7416 21.2680 0.6925
C: -5.2121 23.0053 1.7924
C: -3.7364 18.8345 -0.2331
C: -5.6835 17.4574 2.9335
C: -3.9949 20.7667 -1.7554
C: -5.1557 21.7692 0.8663
C: -1.9272 16.7521 6.4280
C: -6.1322 20.5749 1.3902
C: -2.2325 15.4696 1.3535
C: -1.8424 20.2682 -0.6893
C: -3.3329 20.3078 -0.4209
C: -5.6767 22.1910 -0.5086
C: -5.4806 21.1493 -1.6558
H: -6.2791 19.7156 0.7359
H: -5.1439 22.7419 2.8479
H: -6.1165 23.6054 1.6924
H: -4.4082 23.6990 1.5457
H: -3.4972 21.5964 -2.2573
H: -6.7414 22.3691 -0.3574
H: -3.8566 17.5070 3.4423
H: -1.5812 19.5436 -1.4606
H: -5.3644 17.6390 1.9072
H: -3.3794 18.2079 -1.0504
H: -5.7449 20.2106 2.3417
H: -6.0603 20.2712 -1.3714
H: -2.9575 16.4982 6.6775
H: -1.9377 17.8376 6.3296
H: -4.8166 18.6919 -0.2607
H: -1.3256 16.4535 7.2865
H: -1.2165 20.0507 0.1762
H: -5.2179 23.1144 -0.8623
H: -5.9999 18.4018 3.3764
H: -7.0822 21.0376 1.6576
H: -5.8155 21.5476 -2.6136
H: -3.9109 19.9420 -2.4633
H: -3.2768 15.7404 1.5096
H: -3.3086 18.5045 0.7136
H: -1.6462 17.3033 1.7330
H: -6.6191 16.8989 2.9050
H: -1.8785 16.8055 4.5012
H: -1.8923 14.9281 2.2361
H: -1.4381 21.2031 -1.0772
H: -2.1685 14.8281 0.4746

Cartesian forces, eV/Å:
Pd 0.280 -0.017 0.368
F -0.295 -0.465 -0.333
O 0.040 -0.725 -0.540
O -3.586 1.010 -4.720
O -1.267 -1.066 -0.103
O 0.356 -0.368 1.606
N 2.793 -1.365 3.334
C 0.396 -0.378 0.207
C -0.534 0.257 0.763
C 0.132 1.053 0.226
C -0.746 0.259 -0.109
C -0.395 -1.625 -0.181
C -0.865 0.269 -0.995
C 1.128 1.596 0.689
C 0.125 0.681 -0.169
C 1.249 0.847 0.341
C -0.720 0.194 -1.230
C 0.026 -0.438 -1.145
C 0.476 0.073 1.603
H 0.109 0.395 -0.136
H 0.271 -0.122 -0.067
H -0.351 -0.419 -0.351
H 0.249 -0.226 0.045
H 0.423 0.232 0.418
H -0.089 0.196 -0.163
H 1.072 0.432 0.129
H -0.402 -0.243 0.082
H -0.130 0.043 -0.195
H 0.433 0.210 0.100
H 0.262 -0.041 -0.147
H -0.171 -0.112 -0.388
H -0.237 -0.233 0.073
H 0.332 0.152 0.198
H -0.062 0.078 0.360
H 0.514 -0.224 -0.465
H -0.356 -0.229 0.221
H 0.119 0.260 0.313
H -0.079 0.419 -0.188
H -0.225 0.001 -0.315
H -0.204 -0.051 0.089
H 0.133 -0.170 0.032
H -0.178 -0.055 0.051
H -0.190 -0.319 -0.021
H -0.121 0.326 0.802
H 0.436 -0.930 0.294
H -0.019 0.549 -0.563
H 0.118 -0.024 0.079
H -0.294 0.395 0.073
H 0.044 -0.086 0.028

Output
Net charge ... -1
Maximum force ... 6.01 eV Å⁻¹
Kohn-Sham gap (spin up / spin down) ... 4.3 / 7.0 eV
Multiplicity ... 4
Expectation value of S² ... 3.7589
HOMO (spin up / spin down) ... -1.614 / -4.896 eV

=====

2.
The ion C8H17N2O2 with charge +1 in a non-equilibrium geometry, computed with ωB97M-V/def2-TZVPD.

CARTESIAN COORDINATES (ANGSTROEM)
O: -0.7596 1.1130 -3.4954
O: 1.9225 2.1731 -2.1459
N: 1.7687 -0.3288 -2.2783
N: -1.4134 -0.2555 -1.6954
C: -1.9539 -1.2227 1.1869
C: 0.6291 0.3079 -1.5822
C: -0.6299 0.4946 -2.4811
C: -0.4291 -0.6963 -0.7148
C: -0.7409 -0.3987 0.7333
C: -2.2131 -1.0691 2.6796
C: 1.1752 1.6545 -1.0548
C: 2.1199 1.5270 0.1325
H: -2.3947 -0.4760 -1.7569
H: 2.5472 2.5051 0.3364
H: 1.5935 1.1906 1.0181
H: 1.3601 2.6672 -2.7562
H: -1.3573 -1.4116 3.2551
H: 0.1171 -0.6693 1.3489
H: 2.2835 0.5597 -2.5926
H: 2.9396 0.8471 -0.0858
H: 1.4901 -0.8870 -3.0910
H: -2.4157 -0.0344 2.9400
H: 0.3414 2.3146 -0.8015
H: -0.9503 0.6621 0.8673
H: 2.3594 -0.8896 -1.6543
H: -0.1477 -1.7449 -0.8548
H: -2.8382 -0.9043 0.6323
H: -3.0742 -1.6677 2.9648
H: -1.7814 -2.2766 0.9637

Cartesian forces, eV/Å:
O -0.196 0.240 -0.416
O 0.293 0.360 -0.118
N 0.406 0.305 -0.292
N -0.418 -0.238 0.243
C 0.203 0.218 0.180
C -2.119 -1.003 1.405
C 0.920 0.061 -0.003
C 1.728 1.268 -0.761
C -0.231 -0.326 -0.226
C -0.112 -0.126 -0.206
C -0.187 -0.345 0.503
C -0.235 0.203 -0.308
H -0.067 0.034 -0.111
H 0.064 0.027 0.030
H -0.066 -0.112 0.091
H -0.117 -0.029 -0.043
H 0.092 -0.018 0.105
H 0.096 0.040 0.034
H -0.093 -0.777 -0.080
H 0.158 -0.103 0.031
H 0.099 0.100 0.159
H -0.021 0.137 0.064
H 0.020 -0.109 -0.082
H 0.047 0.132 0.031
H -0.148 0.149 -0.209
H 0.000 0.016 0.026
H -0.057 -0.042 -0.065
H -0.054 0.003 0.123
H -0.004 -0.068 -0.106

Output
Net charge ... +1
Maximum force ... 2.73 eV Å⁻¹
Kohn-Sham gap ... 10.8 eV
HOMO ... -14.004 eV

=====

3.
A structure of composition C11H34BeBr2LiMgNO3P in a non-equilibrium geometry, computed with ωB97M-V/def2-TZVPD.

CARTESIAN COORDINATES (ANGSTROEM)
Br: 2.0603 2.0160 -2.9634
Br: -7.3397 -1.5022 -2.3829
P: -2.0251 -0.9267 -2.2614
Mg: -5.7397 0.6445 1.0366
O: -4.1870 -1.3299 5.1007
O: -0.1118 -0.8019 0.8905
O: 6.1357 1.0662 -4.5349
N: 4.8386 0.1006 -0.8380
C: 4.8543 -0.7808 0.3326
C: 2.3517 0.6213 -1.1302
C: 5.2916 1.4769 -0.6224
C: 3.6372 0.0074 -1.6736
C: -5.6244 -0.4514 -2.7092
C: -3.8817 0.0380 4.8727
C: -2.4065 0.2855 5.1107
C: -3.2991 0.1543 -1.3365
C: 4.0547 -0.3469 1.5552
C: 6.6959 1.5752 -0.0329
C: -4.8196 -0.4658 -1.2732
Be: -9.6397 -1.2701 0.2529
Li: -6.9397 -1.6660 0.1867
H: 4.5983 2.0366 0.0144
H: 5.8971 -0.9181 0.6423
H: -2.9164 0.2302 -0.2093
H: -2.2445 -2.0744 -1.3722
H: -5.0689 -0.9863 -3.5892
H: -3.9541 -1.5325 6.0230
H: -5.8637 0.6509 -3.0987
H: -1.7996 -0.3403 4.4484
H: 4.2142 0.7033 1.8126
H: 6.7350 1.1997 0.9941
H: -3.2545 1.2697 -1.7452
H: -4.8648 -1.5285 -0.7347
H: -5.4361 0.2579 -0.5512
H: 2.4990 1.6379 -0.7592
H: -2.1305 0.0238 6.1374
H: -3.0014 -1.5139 -3.1429
H: -0.5676 -1.0831 0.1182
H: 1.9186 0.0144 -0.3337
H: 3.8590 0.4853 -2.6366
H: -0.9783 -0.4433 -1.3724
H: 5.3172 1.9953 -1.5876
H: 7.4189 1.0178 -0.6368
H: 3.4486 -1.0448 -1.9235
H: 2.9839 -0.5145 1.4202
H: -4.1487 0.2799 3.8398
H: -0.9931 -1.6452 -2.9802
H: 4.3617 -0.9416 2.4230
H: -2.1538 1.3350 4.9348
H: 5.3850 0.6254 -4.1808
H: 1.6047 0.6735 -1.9306
H: -1.8233 0.2002 -3.1714
H: -4.4951 0.6507 5.5403
H: 4.5302 -1.7873 0.0377
H: 7.0167 2.6225 -0.0096

Cartesian forces, eV/Å:
Br -0.884 2.039 -2.298
Br 1.032 0.795 -0.283
P -0.824 -0.115 -1.642
Mg -0.482 0.950 2.958
O -0.176 -0.259 0.130
O 0.684 1.102 0.137
O 0.976 0.870 -0.303
N -1.449 0.223 0.155
C 0.655 -0.460 0.051
C 2.816 0.121 2.453
C 0.518 0.018 -0.273
C 1.111 -0.641 -0.639
C 1.328 0.645 -0.132
C 0.303 -0.134 0.519
C 0.213 0.123 -0.146
C -1.337 1.007 2.157
C -0.180 0.073 0.264
C 0.064 -0.132 0.187
C 0.150 0.965 -0.902
Be -0.066 -0.011 0.128
Li -0.391 -0.217 -0.098
H -0.141 0.026 0.110
H -0.075 0.196 -0.164
H -0.818 -0.170 -2.069
H -0.005 0.036 0.534
H -1.100 0.785 1.907
H -0.133 0.071 -0.510
H 0.247 -2.538 1.188
H -0.123 0.127 0.015
H 0.025 -0.074 -0.045
H 0.026 0.039 -0.107
H -0.388 -2.387 0.625
H 0.396 1.988 -1.281
H 1.318 -1.985 -3.605
H 0.348 -0.432 0.683
H -0.079 0.141 -0.052
H -0.176 -0.136 -0.283
H -1.015 -1.272 -0.993
H -1.178 -0.004 0.215
H 0.234 -0.145 0.422
H 1.406 0.681 1.394
H -0.213 -0.259 -0.055
H -0.173 0.058 0.050
H 0.104 0.073 0.323
H -0.007 0.072 -0.011
H -0.067 -0.180 0.054
H 0.092 -0.235 0.162
H -0.030 0.082 -0.164
H 0.053 -0.083 0.073
H -1.242 -0.869 0.551
H -1.404 -1.061 -1.018
H 0.227 0.180 0.002
H 0.010 0.204 -0.124
H -0.040 0.296 -0.217
H -0.139 -0.185 -0.035

Output
Net charge ... +1
Maximum force ... 4.32 eV Å⁻¹
Kohn-Sham gap ... 2.2 eV
HOMO ... -9.777 eV

=====

4.
A cluster of 2 separate species, C3H11NSi in total in a non-equilibrium geometry, computed with ωB97M-V/def2-TZVPD.

CARTESIAN COORDINATES (ANGSTROEM)
Si: 0.1324 -0.2704 -1.9194
N: 1.5333 -1.0608 0.8514
C: -1.7692 -0.8077 -1.7051
C: 0.8377 -0.3035 1.8400
C: 0.4522 1.1426 1.4351
H: -0.0007 -1.0308 2.0008
H: 1.2205 1.6628 1.0002
H: 1.5666 -0.4424 2.7670
H: -2.2428 -0.2620 -2.5502
H: -0.5444 1.3277 0.8718
H: 1.0080 -1.4823 -2.0292
H: 0.8994 1.0310 -1.9209
H: 2.4862 -0.8425 0.5553
H: 0.2834 1.6020 2.3556
H: -1.6322 -1.8330 -1.8107
H: -1.9464 -0.5364 -0.6896

Cartesian forces, eV/Å:
Si 0.485 -1.126 0.465
N -0.045 -1.280 -1.674
C 2.613 3.045 -1.108
C 1.051 -1.551 0.071
C -2.898 -1.747 0.713
H 0.037 1.473 0.527
H 1.943 0.993 -1.403
H -1.577 1.044 -1.228
H -0.414 -0.689 1.063
H 1.762 -0.944 0.554
H -0.210 0.558 -0.160
H -0.779 -0.452 0.033
H -0.221 0.965 0.411
H -0.426 1.234 1.674
H -0.294 -1.822 -0.401
H -1.026 0.300 0.463

Output
Maximum force ... 4.16 eV Å⁻¹
Kohn-Sham gap (spin up / spin down) ... 9.3 / 6.4 eV
HOMO (spin up / spin down) ... -9.216 / -6.530 eV

=====

5.
A structure of composition C4H4AgO5 in a non-equilibrium geometry, computed with ωB97M-V/def2-TZVPD.

CARTESIAN COORDINATES (ANGSTROEM)
Ag: 1.3298 -1.2797 2.3622
O: 0.8198 -3.0395 1.0675
O: 0.5909 -1.0175 -0.0649
O: 0.3361 -3.3016 -1.1327
O: 1.0176 1.1934 0.3470
O: -0.9796 0.3932 0.8794
C: -1.2284 1.1931 -0.2725
C: 0.4800 -2.7293 -0.0824
C: 0.3926 0.0420 0.8846
C: 0.1582 1.7370 -0.6504
H: -1.6621 0.5864 -1.0818
H: 0.4652 1.4078 -1.6548
H: 0.2209 2.8320 -0.6024
H: -1.9409 1.9827 0.0012

Cartesian forces, eV/Å:
Ag 0.529 0.334 1.197
O -1.006 -0.527 -1.067
O -0.009 0.685 -0.329
O -0.525 1.946 0.681
O 0.430 -0.493 0.693
O 0.081 -0.274 0.875
C -0.054 -0.039 0.031
C 1.657 -0.730 1.567
C -1.456 -0.507 -4.259
C 0.037 -0.003 0.009
H 0.149 0.059 0.236
H -0.014 -0.026 0.305
H 0.014 -0.241 0.062
H 0.168 -0.185 -0.001

Output
Net charge ... -1
Maximum force ... 4.53 eV Å⁻¹
Kohn-Sham gap (spin up / spin down) ... 5.0 / 7.8 eV
Multiplicity ... 3
Expectation value of S² ... 2.0063
HOMO (spin up / spin down) ... -1.502 / -5.515 eV

=====

6.
A structure of composition C4H6P2 in a non-equilibrium geometry, computed with ωB97M-V/def2-TZVPD.

CARTESIAN COORDINATES (ANGSTROEM)
P: -1.3132 -0.5343 -1.4126
P: 0.5027 0.3174 1.3977
C: 0.1460 0.3720 -1.4802
C: -0.7796 -0.9174 3.1031
C: -0.0118 -0.0456 -0.1688
C: 1.2224 1.1106 -2.2043
H: 1.3413 2.1388 -1.7209
H: 2.1839 0.7145 -1.9613
H: 1.0005 1.1850 -3.1919
H: -1.1523 -1.6843 2.5886
H: 0.0225 -1.3640 3.6677
H: -1.3682 -0.1477 3.5192

Cartesian forces, eV/Å:
P 1.953 0.869 0.213
P -0.782 -1.424 1.331
C -0.256 -0.563 -0.563
C 3.902 2.878 -1.222
C -1.394 -0.042 1.465
C -0.551 1.391 3.751
H -0.592 -1.005 -0.720
H 0.622 -0.848 -0.203
H -0.211 0.298 -2.944
H -2.373 -2.580 -2.190
H 0.335 0.623 0.593
H -0.653 0.403 0.490

Output
Maximum force ... 5.00 eV Å⁻¹
Kohn-Sham gap ... 6.9 eV
HOMO ... -7.605 eV